No. 1
Molecular formula: C5H6OS
Method: DFT, ωB97M-V with the def2-TZVPD basis set

Structure (XYZ):
```
13
Properties=species:S:1:pos:R:3:forces:R:3:mulliken_charge:R:1
C -0.337833 -0.927748 0.143879 -2.16 -0.06 -4.06 -0.41
C 0.537210 -0.216570 1.049384 -1.26 2.50 5.04 0.01
C 0.527506 -0.315058 -0.956106 -2.40 1.52 -5.86 -0.03
C 0.295073 1.279395 -0.682576 -2.23 0.39 -1.48 -0.39
C 0.199013 1.328609 0.632272 2.72 0.75 1.33 -0.49
H -2.263207 -1.480950 -0.054854 2.21 4.87 -0.39 0.38
H -0.384214 -2.013994 0.216916 0.82 0.10 -0.01 0.44
H 0.260747 -0.515911 2.153427 1.74 0.79 -1.70 0.38
H 0.425790 -0.590218 -2.116700 0.37 0.30 2.71 0.39
H -0.021664 2.190383 -1.360964 1.20 -2.30 1.01 0.26
H 0.504429 2.315231 1.176458 -1.39 -2.16 -0.39 0.26
O -1.689717 -0.480889 -0.132773 -2.59 -5.25 1.59 -0.52
S 1.946869 -0.572285 -0.068357 2.97 -1.45 2.20 -0.27
```
Forces are in eV/Å.

Results
Highest occupied orbital energy ... -0.31079 Eh
Total charge ... 0
Kohn-Sham gap ... 0.3309 hartree
Energy above the lowest of the compared OMol25 structures with the same formula, charge and spin ... 4.705 eV
E_LUMO ... 0.548 eV

=====

No. 2
Molecular formula: C15H23IrN5O4Se
Method: DFT, ωB97M-V with the def2-TZVPD basis set

Structure (XYZ):
```
49
Properties=species:S:1:pos:R:3:forces:R:3:mulliken_spin:R:1
Ir 0.599702 0.053685 -0.177613 0.00 -0.02 -0.05 1.46
C -0.466314 -2.270106 -3.629979 0.02 0.00 0.00 0.01
C -0.259942 -1.307042 -2.524393 0.00 0.01 0.00 0.05
N 0.365429 -1.537462 -1.430555 -0.02 0.01 0.03 0.06
C 1.095909 -2.736480 -1.024185 0.01 0.00 0.00 -0.01
C 2.350256 -2.278091 -0.269219 -0.01 -0.01 -0.02 0.02
N 2.109002 -1.184500 0.737849 0.00 -0.02 0.04 0.01
C 1.812578 -1.617275 2.122309 0.00 0.01 0.01 0.02
C 0.372079 -2.073088 2.303192 -0.01 -0.02 0.01 0.00
N -0.597832 -1.105141 1.787825 0.01 0.02 -0.01 0.11
C -0.984084 0.009937 2.673533 0.00 0.01 -0.01 0.02
C -0.185146 1.282686 2.372919 0.01 0.00 0.01 -0.01
N -0.160071 1.515554 0.940113 -0.02 -0.01 -0.05 0.31
C -1.208268 2.192905 0.321171 0.00 0.01 0.01 0.30
C -1.920802 3.292286 1.030360 0.01 0.00 0.00 -0.01
C -1.505498 1.773111 -0.983045 0.02 -0.02 0.00 0.19
C -2.558219 2.185929 -1.879988 0.00 -0.01 -0.02 0.45
C -2.754219 1.477061 -3.063165 0.01 0.00 0.01 -0.12
C -1.926896 0.460605 -3.471455 -0.02 0.01 0.00 0.44
C -0.671889 0.179975 -2.715233 0.05 0.00 -0.03 -0.02
N -0.704782 0.777669 -1.394822 -0.02 0.02 0.02 0.39
H -0.194004 -3.283034 -3.347875 0.01 0.00 -0.01 0.00
H 0.164210 -1.956762 -4.465918 -0.02 0.01 -0.01 0.00
H -1.505801 -2.255683 -3.956189 -0.01 0.00 0.01 -0.01
H 1.415520 -3.320728 -1.886224 -0.01 0.00 0.00 0.00
H 0.440095 -3.351030 -0.405421 0.00 0.00 0.00 0.00
H 3.034313 -1.862674 -1.008698 0.00 0.00 0.01 0.00
H 2.828328 -3.131937 0.214380 0.00 0.00 0.00 0.00
H 2.971099 -0.646136 0.762395 0.00 0.01 0.00 -0.01
H 2.013785 -0.760363 2.765669 0.01 0.00 0.00 0.00
H 2.487671 -2.421655 2.425395 0.01 0.00 -0.01 0.00
H 0.214373 -2.277830 3.367697 0.00 0.00 0.00 0.01
H 0.214907 -3.015600 1.777469 0.00 0.00 0.00 0.00
H -1.426682 -1.593418 1.480503 -0.01 0.00 0.01 -0.01
H -0.879749 -0.266815 3.727691 0.00 -0.01 0.00 0.00
H -2.039574 0.216655 2.489944 0.00 0.00 0.01 0.01
H 0.844973 1.187785 2.718836 0.00 0.00 0.01 -0.01
H -0.621069 2.122998 2.916227 -0.01 0.00 0.00 0.01
H -1.203436 4.001717 1.447407 0.00 0.00 0.00 0.02
H -2.533670 2.919282 1.856002 0.00 0.00 0.00 0.03
H -2.575835 3.836222 0.354732 0.00 0.00 0.00 0.00
H -3.219219 2.994705 -1.609831 0.00 0.00 0.01 0.02
H -3.589642 1.748638 -3.694638 0.00 0.00 0.00 0.00
H -2.058596 -0.023073 -4.428000 0.00 -0.01 0.00 0.02
O 2.269034 0.826176 -1.540780 0.03 0.02 0.02 0.13
Se 2.142003 0.537174 -3.162719 -0.06 -0.02 0.04 0.01
O 2.792505 1.644458 -4.084853 0.03 0.03 -0.05 0.03
O 0.369850 0.774641 -3.500301 -0.01 0.01 0.03 0.06
O 2.383320 -1.024331 -3.458919 0.02 -0.03 -0.02 0.01
```
Forces are in eV/Å.

Results
Spin multiplicity ... 5
Highest occupied orbital energy (alpha / beta) ... -0.36236 / -0.45323 Eh
Total charge ... +1
<S²> ... 6.052
Kohn-Sham gap (alpha / beta) ... 0.2575 / 0.2658 hartree
E_LUMO (alpha / beta) ... -2.854 / -5.101 eV

=====

No. 3
Molecular formula: C36H53IrN3O6SSe
Method: DFT, ωB97M-V with the def2-TZVPD basis set

Structure (XYZ):
```
101
Properties=species:S:1:pos:R:3:forces:R:3:mulliken_spin:R:1
Ir -0.001171 -2.107068 -1.488803 0.87 -1.63 -2.86 1.56
C -2.993877 0.360322 3.895918 -1.04 -0.19 -0.23 0.00
C -3.926421 -0.752278 3.319368 0.12 -0.43 -0.02 0.00
C -5.395452 -0.283302 3.166169 0.53 0.29 0.89 0.00
C -3.900951 -2.029821 4.250995 -0.43 1.14 -0.90 0.00
C -3.388697 -1.168639 1.939630 -0.40 0.87 0.66 0.02
C -2.128974 -1.747889 1.858430 -0.33 -0.34 0.16 -0.03
C -1.712363 -2.200024 0.621899 -0.06 0.26 -0.44 0.02
Se -0.078869 -3.371161 0.450805 -0.24 -1.22 1.30 -0.03
C 1.747060 -2.542105 0.578852 -0.57 0.70 0.70 0.06
C 2.228421 -2.087576 1.809912 -0.30 -0.17 0.10 -0.05
C 3.537142 -1.641169 1.878004 0.29 0.07 0.38 0.06
C 4.320481 -1.520416 0.701475 0.32 -0.20 0.05 0.00
C 3.842904 -1.810888 -0.553437 -1.01 -0.47 0.11 0.00
C 2.502602 -2.359355 -0.589415 0.21 0.47 -0.91 0.14
O 1.912265 -2.579029 -1.782869 -0.96 0.21 0.85 0.14
C 4.671351 -1.630861 -1.816036 1.08 0.11 -0.75 0.00
C 6.029527 -0.945018 -1.455387 -0.88 -0.61 -0.54 0.00
C 4.019621 -0.762470 -2.901621 -1.38 0.31 0.57 0.00
C 4.896160 -3.016416 -2.478134 -0.78 -0.05 0.71 0.01
C 4.217665 -1.284156 3.205671 -0.26 0.25 -0.46 0.00
C 3.178159 -1.414389 4.350340 0.61 0.84 -0.57 0.00
C 5.341922 -2.339327 3.419054 -0.55 0.73 0.19 0.01
C 4.729015 0.203514 3.020375 -0.20 -0.77 0.36 0.01
C -2.488831 -1.953745 -0.564258 -0.36 -0.13 0.39 0.08
O -1.990167 -2.204111 -1.798389 1.32 0.09 1.24 0.00
C -3.798365 -1.392020 -0.458705 1.04 -0.12 0.55 -0.01
C -4.174666 -0.928572 0.797860 1.11 -0.84 -0.09 0.00
C -4.723488 -1.274451 -1.647048 -0.92 0.65 -0.32 0.00
C -4.989241 -2.638272 -2.285838 0.16 -0.44 0.12 0.00
C -4.143600 -0.361117 -2.742451 0.60 -0.32 0.14 -0.01
C -6.092438 -0.696585 -1.203111 0.12 -0.03 -0.27 0.00
H -3.428367 0.759707 4.811937 -0.01 0.11 0.03 0.00
H -2.860863 1.174829 3.173590 -0.14 -0.10 0.14 0.00
H -2.015798 -0.018893 4.148562 0.35 -0.27 0.01 0.00
H -5.798102 -0.037025 4.151093 0.02 -0.09 0.04 0.00
H -6.010055 -1.077917 2.748311 -0.05 0.01 -0.08 0.00
H -5.504095 0.630002 2.573705 0.10 -0.15 -0.04 0.00
H -4.363384 -1.817964 5.204629 -0.08 0.14 0.31 0.00
H -2.886253 -2.338599 4.413497 0.50 -0.25 0.18 0.00
H -4.449840 -2.845711 3.784141 -0.01 -0.04 -0.06 0.00
H -1.518954 -1.898448 2.761545 -0.37 -0.02 -0.54 0.00
H 1.555931 -2.115211 2.686142 0.68 -0.16 -0.60 0.00
H 5.378396 -1.214607 0.789703 -0.97 -0.05 0.12 0.00
H 5.809498 0.026136 -1.022184 0.23 0.15 0.20 0.00
H 6.648661 -0.791898 -2.344681 -0.21 -0.13 0.07 0.00
H 6.565554 -1.581091 -0.765083 0.41 0.04 0.20 0.00
H 3.883317 0.278790 -2.571437 0.18 -0.15 -0.02 0.00
H 3.008123 -1.145042 -3.139937 0.60 0.16 -0.09 0.00
H 4.621121 -0.759704 -3.802172 0.16 -0.04 -0.12 0.00
H 5.215449 -3.747320 -1.734313 0.21 -0.04 -0.05 0.00
H 5.620094 -2.972661 -3.282927 0.09 0.10 -0.13 0.00
H 3.921824 -3.362008 -2.861999 0.49 0.02 -0.05 0.00
H 2.890882 -2.451524 4.461683 -0.16 -0.23 0.09 0.00
H 2.297707 -0.810906 4.088669 0.15 -0.10 0.37 0.00
H 3.585926 -1.062036 5.299390 0.00 0.00 -0.09 0.00
H 4.860544 -3.321757 3.456907 0.30 0.02 -0.10 0.00
H 5.840771 -2.164250 4.370860 0.07 0.01 0.06 0.00
H 6.086626 -2.292693 2.625585 -0.01 -0.16 0.01 0.00
H 3.920102 0.820664 2.590734 0.35 -0.21 0.22 0.00
H 5.613396 0.272786 2.367724 -0.38 -0.13 0.16 0.00
H 5.014665 0.618770 3.985637 -0.01 0.05 0.06 0.00
H -5.086168 -0.367594 0.878239 -0.07 -0.25 0.14 0.00
H -4.059532 -3.030255 -2.683530 0.12 -0.16 -0.16 0.00
H -5.704464 -2.557617 -3.117623 0.13 0.03 0.34 0.00
H -5.351808 -3.370321 -1.551897 -0.11 0.22 -0.16 0.00
H -3.201548 -0.798194 -3.096696 -0.26 0.21 -0.04 0.00
H -3.934661 0.649164 -2.390831 -0.10 0.09 0.13 0.00
H -4.832174 -0.309437 -3.577499 -0.17 0.07 -0.17 0.00
H -6.601507 -1.331134 -0.470352 0.16 0.03 -0.04 0.00
H -6.747919 -0.636733 -2.076200 0.10 0.02 0.04 0.00
H -6.001206 0.312512 -0.789375 -0.03 -0.07 -0.09 0.00
C -0.613093 6.563983 1.225117 0.60 -0.99 -0.16 0.00
C -0.641934 6.619540 -0.283987 -0.70 0.22 -0.88 0.00
S 0.512115 5.669902 -1.329609 -0.33 0.02 0.13 0.00
O 1.721084 5.352928 -0.592177 -0.57 0.09 -0.51 0.00
O 0.523267 6.412619 -2.571741 0.35 -0.65 0.41 0.00
C -0.326514 4.054664 -1.678367 -0.58 0.17 -0.22 0.01
C 0.502054 3.114276 -2.538701 0.18 -0.56 -0.29 0.00
N -0.064061 1.706808 -2.704299 -0.24 -0.05 -1.41 0.01
C 0.283627 0.656788 -1.933791 0.09 -0.23 0.08 0.05
N 0.056287 -0.501770 -2.573137 0.54 1.96 -0.43 0.00
C -0.404717 -0.231817 -3.836796 -0.35 0.80 -0.01 0.11
C -0.543035 1.107041 -3.925610 0.48 0.82 -0.13 -0.07
N -1.030189 1.839958 -5.059098 2.64 -3.05 5.94 0.36
O -1.165920 3.055440 -4.828112 -1.33 4.05 -1.39 0.74
O -1.254510 1.186655 -6.098149 -1.08 -0.58 -3.50 0.79
C 0.798967 0.820049 -0.532647 -1.19 0.56 -0.06 0.01
H -1.270036 7.324762 1.629944 -0.12 0.07 0.02 0.00
H 0.404066 6.746460 1.575491 -0.11 -0.03 0.12 0.00
H -0.940576 5.574418 1.572929 0.09 0.32 0.13 0.00
H -0.451840 7.639579 -0.640059 0.19 -0.21 -0.03 0.00
H -1.638525 6.375184 -0.696121 0.35 -0.01 0.15 0.00
H -1.248960 4.246817 -2.249166 0.16 0.25 0.51 0.00
H -0.555153 3.619924 -0.709834 -0.08 -0.05 0.17 0.00
H 1.514279 2.997471 -2.129498 -0.24 0.06 -0.34 0.00
H 0.516614 3.508621 -3.555229 0.47 0.04 0.30 0.00
H -0.608485 -0.933432 -4.621171 -0.10 -0.39 0.22 0.00
H 1.393327 1.730830 -0.467262 -0.02 0.00 0.13 0.00
H 1.389512 -0.008236 -0.187371 0.27 -0.35 -0.04 0.01
H -0.086306 0.914092 0.145648 0.69 0.00 -0.36 0.01
```
Forces are in eV/Å.

Results
Spin multiplicity ... 5
Highest occupied orbital energy (alpha / beta) ... -0.39232 / -0.38600 Eh
Total charge ... +1
<S²> ... 6.029
Kohn-Sham gap (alpha / beta) ... 0.2751 / 0.1408 hartree
E_LUMO (alpha / beta) ... -3.190 / -6.672 eV

=====

No. 4
Molecular formula: C5H7NO
Method: DFT, ωB97M-V with the def2-TZVPD basis set

Structure (XYZ):
```
14
Properties=species:S:1:pos:R:3:forces:R:3:mulliken_charge:R:1
C 3.250659 -0.602322 -0.157119 -1.54 1.32 0.18 -0.03
C -0.053551 -1.003518 0.569178 3.27 -0.80 0.58 0.25
C 1.931167 -0.452503 -0.628188 -4.02 0.45 -1.62 0.02
C -1.564235 -0.402166 -1.224370 -0.41 1.08 0.31 -0.87
C -1.122512 0.060805 0.235703 1.47 -2.07 -0.26 -0.31
N 2.901905 0.636586 -0.185540 0.37 -2.05 0.13 -0.41
O 0.098223 -1.963393 1.274527 -1.23 2.17 -1.43 -0.45
H 3.913624 -1.310663 0.280069 0.94 -0.01 -0.01 0.30
H 1.480126 -0.403028 -1.734309 1.65 -0.29 2.26 0.07
H -1.718029 -1.512023 -1.263656 -0.54 1.13 0.19 0.30
H -0.729542 -0.242968 -1.949059 -0.67 0.26 0.68 0.24
H -2.461488 0.254303 -1.513836 1.22 -1.45 0.12 0.28
H -1.849565 0.154098 1.060160 -0.16 -0.35 -0.69 0.35
H -0.471192 0.924740 0.253397 -0.33 0.61 -0.44 0.26
```
Forces are in eV/Å.

Results
Highest occupied orbital energy (alpha / beta) ... -0.27381 / -0.27387 Eh
Total charge ... 0
Kohn-Sham gap (alpha / beta) ... 0.2998 / 0.2998 hartree
Energy above the lowest of the compared OMol25 structures with the same formula, charge and spin ... 6.068 eV
E_LUMO (alpha / beta) ... 0.706 / 0.705 eV

=====

Electronic energy (eV)
-18159.93271, -99742.65365, -133952.99839, -8830.13471